A cluster of 2 separate species, C8H16O2 in total. Source: the Open Molecules 2025 dataset; level of theory: ωB97M-V/def2-TZVPD.

HOMO-LUMO gap   10.45 eV
HOMO   -9.5 eV
SMILES   CC(=O)C(C)C.CC(C)=O

Bonds (Å) are listed after each position.
Geometry (Å):
1 C 0.053 1.749 -0.862  C2 1.501, H7 1.089, H8 1.088, H9 1.087
2 C -0.527 0.868 0.206  C1 1.501, O3 1.210, C4 1.516
3 O -0.284 1.035 1.380  C2 1.210
4 C -1.483 -0.221 -0.237  C2 1.516, C5 1.535, C6 1.525, H10 1.095
5 C -2.886 0.402 -0.248  C4 1.535, H11 1.087, H12 1.084, H13 1.085
6 C -1.165 -0.852 -1.589  C4 1.525, H14 1.087, H15 1.087, H16 1.085
7 H 0.760 1.163 -1.446  C1 1.089
8 H -0.728 2.103 -1.532  C1 1.088
9 H 0.567 2.596 -0.412  C1 1.087
10 H -1.469 -0.996 0.537  C4 1.095
11 H -2.961 1.166 -1.017  C5 1.087
12 H -3.107 0.856 0.712  C5 1.084
13 H -3.631 -0.359 -0.451  C5 1.085
14 H -1.264 -0.128 -2.393  C6 1.087
15 H -1.864 -1.663 -1.781  C6 1.087
16 H -0.157 -1.252 -1.601  C6 1.085
17 C 2.723 0.409 0.957  C18 1.504, H21 1.088, H22 1.087, H23 1.089
18 C 1.942 -0.766 0.435  C17 1.504, C19 1.504, O20 1.209
19 C 1.346 -1.648 1.497  C18 1.504, H24 1.087, H25 1.091, H26 1.093
20 O 1.798 -0.978 -0.747  C18 1.209
21 H 3.531 0.059 1.595  C17 1.088
22 H 3.135 0.988 0.134  C17 1.087
23 H 2.065 1.034 1.558  C17 1.089
24 H 0.799 -2.472 1.045  C19 1.087
25 H 0.676 -1.050 2.116  C19 1.091
26 H 2.134 -2.044 2.143  C19 1.093

***

A cluster of 4 separate species, C8H16O3 in total at a distorted geometry. Source: the Open Molecules 2025 dataset; level of theory: ωB97M-V/def2-TZVPD.

HOMO-LUMO gap   9.51 eV
HOMO   -9.0 eV
SMILES   CCc1ccccc1.O.O.O

Bonds (Å) are listed after each position.
Geometry (Å):
1 C -2.286 -0.283 1.992  C2 1.561, H9 1.086, H10 1.087, H11 1.089
2 C -1.522 1.045 1.692  C1 1.561, C3 1.510, H12 1.086, H13 1.083
3 C -0.609 0.854 0.504  C2 1.510, C4 1.393, C8 1.386
4 C 0.576 0.170 0.763  C3 1.393, C5 1.391, H14 1.082
5 C 1.391 -0.287 -0.267  C4 1.391, C6 1.387, H15 1.083
6 C 1.103 0.125 -1.560  C5 1.387, C7 1.376, H16 1.070
7 C 0.027 0.949 -1.799  C6 1.376, C8 1.401, H17 1.075
8 C -0.870 1.300 -0.782  C3 1.386, C7 1.401, H18 1.076
9 H -1.855 -0.702 2.897  C1 1.086
10 H -3.358 -0.116 2.061  C1 1.087
11 H -2.124 -1.019 1.206  C1 1.089
12 H -2.234 1.822 1.430  C2 1.086
13 H -0.991 1.322 2.594  C2 1.083
14 H 0.887 0.034 1.790  C4 1.082
15 H 2.203 -0.980 -0.082  C5 1.083
16 H 1.757 -0.201 -2.342  C6 1.070
17 H -0.124 1.482 -2.721  C7 1.075
18 H -1.632 1.974 -1.135  C8 1.076
19 O 2.186 2.391 1.850  H20 0.971, H21 0.961
20 H 1.953 2.108 0.952  O19 0.971
21 H 3.026 1.966 2.040  O19 0.961
22 O -0.333 -2.686 -0.217  H23 0.957, H24 0.958
23 H -1.111 -3.125 0.129  O22 0.957
24 H 0.260 -2.344 0.454  O22 0.958
25 O 0.293 -2.312 -2.705  H26 0.958, H27 0.958
26 H 0.779 -2.524 -1.907  O25 0.958
27 H -0.612 -2.108 -2.467  O25 0.958

***

Question: Which of these has the highest HOMO-LUMO gap?
Answer: C8H16O2

***

Question: Which formula does entry 2 have?
Answer: C8H16O3

***

Question: What is the HOMO in the first record?
Answer: -9.5 eV